{
  "formula": "C3H12N2OS",
  "method": "ωB97M-V/def2-TZVPD",
  "symbols": ["N", "C", "C", "S", "C", "N", "H", "H", "H", "H", "H", "H", "H", "H", "H", "H", "H", "H", "O"],
  "xyz": [[1.29838, 1.47578, 0.10266], [0.15196, 0.55602, -0.04857], [-1.00349, 1.23773, -0.77679], [-1.57903, 2.80772, -0.02605], [0.65176, -0.76725, -0.76405], [1.39326, -1.83041, -0.01850], [1.58388, 1.87490, -0.85861], [-1.74412, 2.46653, 1.19782], [2.16107, 0.90052, 0.34439], [-0.07887, 0.32421, 0.98290], [-1.96826, 0.70674, -0.76775], [-0.64563, 1.29519, -1.84653], [-0.32328, -1.12036, -1.40511], [1.31330, -0.38089, -1.51168], [0.58406, -2.44696, 0.21924], [1.98739, -2.36103, -0.72231], [-0.59338, -1.37469, 2.13932], [-1.98393, -1.55766, 2.08786], [-1.20509, -1.80608, 1.67175]],
  "homo_ev": -8.7,
  "e_above_lowest_ev": 1.720,
  "largest_force_ha_per_bohr": 0.10866,
  "smiles": "NC[C@@H](N)CS.O",
  "lumo_energy_ev": 0.64,
  "total_energy_ha": -704.37504,
  "charge": 0,
  "orbital_gap_ev": 9.4
}